(1)
16
Properties=species:S:1:pos:R:3:lowdin_charge:R:1 method="wB97M-V/def2-TZVPD" e_homo_ev=-10.06 smiles="C#C[C@H](C)O.O=CO" lumo_energy_ev=0.72 spin_multiplicity=1 orbital_gap_ha=0.39632
C -1.92 -1.49 0.86 -0.408
O 0.04 -0.38 0.77 -0.103
H -1.41 -2.27 1.43 0.150
H 4.26 -0.15 0.14 0.021
O -2.04 -1.84 -0.42 0.091
H 0.54 2.28 0.20 0.089
H 0.27 -0.41 -1.23 0.141
H -0.56 0.21 1.41 0.160
C 0.18 1.65 -0.61 -0.038
C 2.07 0.11 -0.30 -0.082
O -2.39 -0.46 1.34 0.001
H 0.58 2.02 -1.55 0.086
H -2.57 -1.18 -0.89 0.133
C 0.61 0.20 -0.38 -0.449
C 3.25 0.00 -0.11 0.130
H -0.91 1.71 -0.65 0.079

(2)
16
Properties=species:S:1:pos:R:3:lowdin_charge:R:1 method="wB97M-V/def2-TZVPD" e_homo_ev=-8.95 smiles="O=C1C[C@]1(O)CCO" lumo_energy_ev=0.76 spin_multiplicity=1 orbital_gap_ha=0.35671
O 1.92 0.62 -0.49 -0.066
H 1.29 0.40 1.49 0.118
H 2.82 0.45 -0.19 0.099
H -2.81 -0.02 -0.57 0.109
H 1.37 2.06 0.88 0.113
C 1.12 1.03 0.60 -0.240
C -0.39 1.04 0.15 -0.068
H -0.42 1.58 -0.80 0.123
O 0.24 -2.10 1.41 0.144
O -2.36 -0.45 0.17 0.037
C -0.98 -0.34 -0.01 -0.436
C -0.30 -1.33 -0.97 0.037
H -0.92 -2.06 -1.47 0.122
C -0.14 -1.47 0.48 -0.324
H -0.97 1.58 0.90 0.125
H 0.54 -0.98 -1.56 0.107

(3)
17
Properties=species:S:1:pos:R:3:lowdin_charge:R:1 method="wB97M-V/def2-TZVPD" e_homo_ev=-9.39 lumo_energy_ev=0.66 spin_multiplicity=1 orbital_gap_ha=0.36902
C 0.07 0.43 -0.29 -0.402
H 1.68 -1.43 1.60 0.125
C -0.68 -0.23 -1.39 -0.082
H -0.18 -0.04 -2.39 0.111
O 2.63 -0.46 -1.04 -0.333
H -1.72 0.24 -1.57 0.119
O 2.31 1.78 -0.02 -0.365
H 0.35 2.73 -1.19 0.086
S 1.88 0.35 -0.08 0.754
C 1.30 -0.34 1.60 -0.142
O -1.00 2.87 0.30 0.089
H -0.56 -1.16 1.01 0.080
H -0.84 -1.22 -1.09 0.055
H -0.76 0.36 1.68 0.082
H 1.70 0.27 2.41 0.097
C -0.14 -0.23 1.13 -0.181
C -0.20 2.35 -0.40 -0.091

(4)
17
Properties=species:S:1:pos:R:3:lowdin_charge:R:1 method="wB97M-V/def2-TZVPD" e_homo_ev=-9.59 smiles="CC1(C)O[C@H](O)SC1=O" lumo_energy_ev=0.70 spin_multiplicity=1 orbital_gap_ha=0.37847
C 1.49 -0.25 -0.59 0.003
O 1.03 0.65 2.30 0.041
C 0.34 0.06 1.50 -0.658
H -2.81 -1.28 -0.70 0.053
O -0.91 -0.26 -0.53 -0.080
H 0.46 2.08 -1.25 0.077
H -0.93 2.25 -0.28 0.120
O -2.52 -1.80 -0.03 0.034
H 1.70 -1.26 -0.18 0.110
S -0.78 -1.23 1.90 1.070
H -0.44 -2.28 -0.20 0.114
C 0.23 0.38 -0.05 -0.606
H 1.28 -0.34 -1.67 0.109
C -1.18 -1.55 0.11 -0.558
H 0.69 2.53 0.36 0.110
C 0.12 1.83 -0.28 -0.016
H 2.21 0.47 -0.41 0.078

(5)
17
Properties=species:S:1:pos:R:3:lowdin_spin:R:1 method="wB97M-V/def2-TZVPD" e_homo_ev="-4.19 / -4.19" lumo_energy_ev="3.45 / 0.18" spin_multiplicity=2 orbital_gap_ha="0.28070 / 0.16036" charge=-1
H -0.76 -0.33 -1.99 0.001
O 1.16 -2.46 -0.23 0.025
H 0.63 1.37 2.55 0.000
C -1.43 -2.26 -1.15 0.022
C 1.11 2.10 1.89 0.000
C 0.05 2.63 0.82 0.000
C 0.93 -1.44 -0.86 0.075
O -0.17 3.85 0.93 0.002
H -0.67 -0.42 -0.29 0.002
C -0.51 -1.03 -1.20 0.078
H -1.34 -2.64 -0.14 0.000
O 1.77 -0.58 -1.30 0.782
H -2.49 -1.99 -1.23 0.006
H 1.95 1.55 1.44 0.000
O -0.47 1.78 0.05 0.009
H -1.14 -3.07 -1.82 0.001
H 1.39 2.92 2.53 0.000

(6)
17
Properties=species:S:1:pos:R:3:lowdin_charge:R:1 method="wB97M-V/def2-TZVPD" e_homo_ev=-8.89 smiles="CC(=O)C=O.O/C=C/O" lumo_energy_ev=-0.13 spin_multiplicity=1 orbital_gap_ha=0.32193
C -1.01 1.23 -0.89 -0.215
O -0.73 0.60 1.93 0.008
C 0.20 0.72 1.13 -0.206
H -1.00 2.31 -0.78 0.143
C -0.07 0.59 -1.65 -0.172
H -0.16 -0.45 -1.94 0.142
H -0.66 -1.92 0.45 0.093
C 1.02 -0.64 0.74 -0.379
O 2.13 -0.59 0.22 0.059
H 0.90 -2.76 0.80 0.088
H 0.00 -1.93 2.09 0.091
O 1.10 1.18 -1.94 0.014
H 1.81 0.51 -1.85 0.115
H 0.93 1.54 1.14 0.135
O -2.23 0.63 -0.69 -0.012
C 0.27 -1.90 1.03 -0.011
H -2.50 0.88 0.22 0.107

(7)
15
Properties=species:S:1:pos:R:3:lowdin_charge:R:1 method="wB97M-V/def2-TZVPD" e_homo_ev=-9.94 lumo_energy_ev=0.36 spin_multiplicity=1 orbital_gap_ha=0.37852
H -1.34 2.41 -0.12 0.117
H -0.22 -1.13 0.73 0.107
C -0.36 -0.96 -0.39 -0.286
H 1.71 0.36 1.12 -0.131
C -0.30 1.61 1.60 -0.812
S 1.16 0.87 2.26 0.852
H 0.78 -1.27 -2.23 0.082
H 1.07 -2.50 -0.91 0.083
H -1.21 -1.62 -0.60 0.108
O -0.96 2.15 2.45 -0.010
H 1.79 -1.03 -0.76 0.048
C -0.71 1.55 0.17 -0.073
H -1.46 0.56 -1.55 0.121
C -0.82 0.45 -0.63 -0.095
C 0.87 -1.43 -1.15 -0.111

(8)
14
Properties=species:S:1:pos:R:3:lowdin_charge:R:1 method="wB97M-V/def2-TZVPD" e_homo_ev="-8.35 / -7.30" lumo_energy_ev="0.17 / 0.37" spin_multiplicity=1 orbital_gap_ha="0.31331 / 0.28206"
C -0.98 2.12 0.89 0.052
C 0.77 -0.33 -1.04 -0.128
H 1.24 -0.50 1.38 0.119
H 1.16 0.62 -1.48 0.126
H -1.02 1.46 1.75 -0.015
H 1.03 -2.56 -0.75 0.073
C 1.47 -1.60 -0.65 -0.100
C 0.74 -0.89 0.49 -0.166
H -1.88 2.68 0.45 0.029
H -2.72 0.01 -0.59 -0.132
H 0.02 2.24 0.60 -0.043
C -0.41 -0.39 -0.20 -0.653
S -2.01 -1.14 -0.30 0.711
H 2.61 -1.71 -0.54 0.127

(9)
14
Properties=species:S:1:pos:R:3:lowdin_charge:R:1 method="wB97M-V/def2-TZVPD" e_homo_ev=-8.56 smiles=C1SC[C@H]2C[C@H]12 lumo_energy_ev=1.07 spin_multiplicity=1 orbital_gap_ha=0.35379
H -0.16 -0.39 -1.44 0.121
C -0.34 -0.62 -0.41 -0.382
H -2.28 -0.41 0.77 0.093
H -2.38 0.37 -0.77 0.101
C -0.38 0.63 0.39 -0.342
S 2.11 -0.02 -0.02 0.792
H 0.72 -1.63 1.24 0.102
H -0.30 0.33 1.42 0.116
H 1.17 2.29 0.42 0.064
H 1.14 -2.25 -0.51 0.076
C 0.82 1.39 -0.07 -0.378
C -1.68 -0.04 -0.04 -0.028
C 0.83 -1.39 0.12 -0.405
H 0.73 1.74 -1.10 0.069

(10)
14
Properties=species:S:1:pos:R:3:lowdin_charge:R:1 method="wB97M-V/def2-TZVPD" e_homo_ev=-8.84 smiles=C1C[C@@H]2S[C@H]2C1 lumo_energy_ev=1.10 spin_multiplicity=1 orbital_gap_ha=0.36520
S 1.12 -0.80 1.30 0.895
C 0.37 -0.61 -0.28 -0.645
C -0.90 -0.76 -1.14 -0.138
C -0.06 0.40 0.66 -0.605
H -0.93 1.17 -2.34 0.096
C -1.17 0.82 -1.34 -0.145
H -1.79 -1.16 -0.64 0.099
H 0.55 2.09 -0.84 0.116
H -0.79 2.36 0.23 0.092
H -2.22 1.01 -1.12 0.097
H -0.77 -1.29 -2.10 0.101
H 1.14 -0.13 -0.90 0.103
C -0.24 1.57 -0.27 -0.184
H -1.06 0.20 1.12 0.119

Number 1: E -420.9483 hartree, molecular weight 116.116 g mol⁻¹. Number 2: E -420.9568 hartree, molecular weight 116.116 g mol⁻¹. Number 3: E -819.1040 hartree, molecular weight 148.183 g mol⁻¹. Number 4: E -819.2014 hartree, molecular weight 148.183 g mol⁻¹. Number 5: E -496.2763 hartree, molecular weight 132.115 g mol⁻¹. Number 6: E -496.1965 hartree, molecular weight 132.115 g mol⁻¹. Number 7: E -668.7060 hartree, molecular weight 116.185 g mol⁻¹. Number 8: E -593.2510 hartree, molecular weight 100.186 g mol⁻¹. Number 9: E -593.3944 hartree, molecular weight 100.186 g mol⁻¹. Number 10: E -593.3915 hartree, molecular weight 100.186 g mol⁻¹.